1.
Entry from the OMol25 dataset: one molecule with the formula C5H10O2 in a non-equilibrium geometry (ωB97M-V/def2-TZVPD).

Each line ends with the Löwdin charge.
Cartesian coordinates (Å):
H 0.161 -2.451 -0.709  0.0813
H 2.268 0.870 -0.369  0.1056
C -0.008 -0.301 -0.717  -0.2809
H -0.821 1.432 1.596  0.1040
C 0.749 0.106 0.576  -0.5672
H -0.999 1.564 -1.397  0.1037
C -0.984 0.879 -0.547  -0.1402
O 0.588 -0.728 1.664  0.0403
H 0.296 2.337 0.546  0.1019
H 1.321 -0.486 2.260  0.1227
O 2.111 0.359 0.433  0.0407
H -1.216 -1.826 0.193  0.0800
C -0.229 1.394 0.686  -0.0604
H 0.634 -0.189 -1.596  0.1396
H -1.251 -1.826 -1.579  0.0789
H -2.003 0.558 -0.336  0.1087
C -0.617 -1.691 -0.703  -0.0585

Forces on the atoms, in the same order (eV/Å):
0.021 -0.124 -0.006
-0.067 -0.041 0.094
-0.135 -0.581 0.252
0.134 -0.069 0.126
-1.528 1.862 -0.147
-0.111 -0.019 0.073
-0.045 0.083 -0.341
0.736 -0.419 0.259
0.004 0.083 -0.014
-0.453 -0.279 -0.123
0.461 0.037 0.059
-0.104 -0.061 0.080
0.951 -0.642 -0.217
0.073 0.042 0.085
-0.058 -0.083 -0.034
-0.016 0.006 -0.020
0.135 0.206 -0.128

The calculation puts the LUMO energy at 0.837 eV. Its electronic energy is -346.9656 Ha. Its spin multiplicity is 1. Its net charge is 0. The max |F| is 0.0469 Eh/bohr.

---

2.
Entry from the OMol25 dataset: one molecule with the formula C6H11N in a non-equilibrium geometry (ωB97M-V/def2-TZVPD).

Each line ends with the Löwdin charge.
Cartesian coordinates (Å):
H 0.405 -0.226 -2.863  0.0930
C 0.632 -0.067 -0.776  -0.3525
C 0.211 -0.867 -1.969  -0.0435
C -1.851 -0.755 1.565  -0.0129
H -0.821 -1.154 -2.048  0.0564
H -1.240 -0.568 2.451  0.0539
H 1.192 1.049 1.692  0.0751
N 2.026 0.038 -0.688  0.0925
C -1.550 -0.299 0.321  -0.1189
H 0.917 -1.687 -2.106  0.0793
H 2.624 0.226 -1.469  0.0856
C -0.184 0.313 0.245  -0.2768
H -2.885 -0.911 1.862  0.0440
H 0.394 2.412 0.863  0.0826
H -0.429 1.557 2.012  0.0649
H 2.399 0.304 0.211  0.0762
H -2.101 -0.739 -0.496  0.0838
C 0.260 1.375 1.191  -0.0826

Forces on the atoms, in the same order (eV/Å):
-0.164 -0.246 0.407
0.038 -0.619 0.732
1.017 0.911 -1.126
-1.321 1.611 -0.058
-0.207 -0.249 0.266
0.226 0.132 -0.455
-0.219 0.426 -0.057
-0.302 0.346 0.626
1.701 -1.058 2.619
-0.387 -0.365 0.134
-0.172 0.022 -0.253
-0.415 0.129 -2.797
-0.009 -1.016 -0.386
0.272 -0.403 -0.924
-0.306 -0.544 0.121
-0.021 0.214 -0.339
-0.266 0.805 -0.355
0.534 -0.096 1.847

The calculation puts the LUMO energy at 1.017 eV. Its electronic energy is -289.8994 Ha. Its spin multiplicity is 1. Its net charge is 0. The max |F| is 0.0641 Eh/bohr.

---

3.
Entry from the OMol25 dataset: C33H38N6PdSe as an isolated structure (ωB97M-V/def2-TZVPD).

Each line ends with the Löwdin charge.
Cartesian coordinates (Å):
C -0.056 1.776 2.307  -0.2505
N 3.764 0.552 1.374  0.1386
H -3.966 -4.742 3.237  0.0831
H -3.491 -2.485 2.958  0.1247
H -6.703 -4.155 1.824  0.0974
C -4.206 -5.252 2.304  -0.0278
H 3.964 -0.331 0.931  0.1664
C 2.942 1.465 0.835  -0.6531
C -5.867 -3.473 1.676  -0.0284
H 6.126 0.873 5.355  0.1190
C -3.496 -3.298 0.955  -0.1204
C 5.159 0.477 3.500  0.0092
Se 1.951 1.184 -0.744  0.7914
C -0.402 -2.792 -6.581  -0.0527
H 3.642 4.085 3.957  0.1236
C 3.760 2.307 2.724  -0.1580
C -1.071 3.910 2.203  -0.0603
C -0.990 -4.732 -5.125  -0.0288
C -0.730 4.136 3.549  -0.0588
H -3.351 -3.348 -4.850  0.0825
C -1.223 -3.233 -5.369  -0.5547
C 2.253 3.805 1.374  0.0099
H 5.596 -0.503 3.367  0.1239
N 0.413 0.508 1.953  -0.0671
C -4.638 -4.268 1.205  -0.5552
H -5.021 -5.948 2.507  0.0981
H 1.086 0.042 -2.929  0.0472
H 0.181 3.360 5.339  0.1245
N -1.386 -1.510 0.560  -0.0217
C -0.059 3.191 4.298  0.0027
C -2.859 -3.179 -0.276  0.0763
N 0.912 0.855 4.071  0.1665
C -5.009 -5.056 -0.051  -0.0539
H 0.610 -1.130 -4.999  0.1201
Pd 0.175 -0.244 0.073  0.7409
H 5.160 3.107 5.652  0.1184
H 1.426 -0.970 3.095  0.1512
H -2.195 -3.541 -2.851  0.1148
N 2.931 2.540 1.626  -0.0367
H -5.336 -4.402 -0.862  0.0935
H -3.335 -5.832 1.994  0.0961
H -1.013 5.072 4.011  0.1197
H 1.718 4.109 2.272  0.0861
C 5.449 1.255 4.604  -0.0509
H -1.607 4.679 1.665  0.1200
H -0.707 -3.376 -7.449  0.0969
H -2.999 -3.496 -6.569  0.0982
H -1.618 -5.122 -4.323  0.0808
C 0.265 2.005 3.646  -0.1904
H 0.666 -2.960 -6.432  0.0952
H -4.182 -5.676 -0.403  0.0927
H -5.838 -5.724 0.180  0.0975
C -1.145 -2.052 -1.753  -0.1687
C 0.968 0.004 3.033  -0.1382
C 4.901 2.537 4.771  -0.0493
H -5.686 -2.963 2.623  0.0827
C -1.456 -2.755 -2.897  0.0661
C -1.820 -2.280 -0.453  -0.1714
C -1.996 -1.597 1.747  -0.0807
C -0.742 2.735 1.561  -0.0350
C 0.085 -1.428 -4.105  0.0398
H -2.913 -1.915 -5.791  0.0975
H -6.165 -2.728 0.936  0.0974
H 1.265 0.669 4.996  0.1780
C -2.713 -2.978 -5.654  -0.0260
H -1.009 2.553 0.528  0.1085
H 1.548 3.667 0.559  0.0604
C 0.363 -0.761 -2.928  -0.1124
H -1.632 -0.941 2.525  0.1059
H 0.052 -4.935 -4.876  0.0975
H -3.185 -3.784 -1.107  0.1046
H 2.989 4.561 1.104  0.1189
C -0.843 -2.462 -4.118  -0.1194
C 4.050 3.091 3.834  0.0116
C -3.037 -2.465 1.978  0.0237
H -1.235 -5.286 -6.031  0.0979
C 4.294 1.032 2.565  -0.1759
H -0.565 -1.741 -6.823  0.0928
N -0.222 -1.060 -1.767  -0.0441

Forces on the atoms, in the same order (eV/Å):
-0.048 -0.044 0.094
0.008 0.008 0.012
-0.003 0.001 0.006
0.002 0.000 0.006
-0.002 -0.004 0.010
-0.008 0.003 -0.013
-0.006 0.010 -0.023
-0.056 -0.065 -0.005
0.015 -0.002 -0.014
-0.005 -0.005 0.010
0.011 0.003 0.025
0.011 0.010 -0.004
0.148 0.121 -0.045
-0.008 -0.005 0.017
-0.003 0.012 -0.005
-0.029 -0.043 0.041
-0.053 -0.018 0.025
0.015 0.004 -0.007
-0.032 0.020 -0.016
-0.003 0.001 0.008
-0.006 -0.002 -0.024
0.058 0.083 -0.032
-0.009 -0.009 0.004
-0.211 0.148 -0.068
-0.021 -0.006 0.008
-0.003 -0.005 0.003
0.031 -0.030 0.045
0.021 0.003 0.004
0.053 0.140 -0.028
-0.017 -0.017 0.005
0.054 0.035 -0.011
-0.040 -0.014 0.007
-0.002 0.006 0.013
-0.017 0.024 -0.004
-0.211 -0.300 -0.044
0.014 0.011 -0.002
-0.008 -0.011 0.001
0.002 -0.001 0.001
0.117 -0.004 -0.079
-0.007 0.003 -0.003
0.004 -0.001 -0.001
-0.005 0.003 0.003
0.030 -0.016 -0.036
0.007 -0.002 -0.003
-0.007 -0.002 -0.009
0.002 -0.003 -0.005
-0.007 -0.012 0.001
0.001 0.000 0.009
-0.006 0.007 -0.014
0.005 0.001 0.003
0.007 0.000 -0.005
0.001 -0.008 -0.001
-0.073 -0.002 0.051
0.108 -0.064 -0.081
-0.004 -0.005 0.007
0.003 0.008 0.003
-0.010 0.038 0.036
0.030 0.029 -0.016
0.009 -0.054 -0.021
-0.118 -0.081 0.053
-0.019 -0.020 -0.002
0.000 0.003 -0.008
-0.005 -0.003 -0.007
0.028 0.000 -0.011
0.020 0.001 -0.007
0.022 0.019 -0.001
0.081 0.026 0.014
0.035 -0.005 -0.013
-0.001 0.007 -0.002
0.005 -0.001 -0.005
-0.003 0.000 -0.001
0.008 0.001 0.009
0.006 0.017 0.018
0.020 0.007 -0.022
-0.004 -0.018 -0.019
-0.010 -0.006 -0.002
0.011 0.034 0.009
-0.002 0.005 -0.002
0.083 0.032 0.158

The calculation puts the LUMO energy at -5.621 eV. Its electronic energy is -4137.8247 Ha. Its spin multiplicity is 1. Its net charge is +2. The max |F| is 0.0072 Eh/bohr.

---

4.
Entry from the OMol25 dataset: C26H46IrO2P2 as an isolated structure in a non-equilibrium geometry (ωB97M-V/def2-TZVPD).

Each line ends with the Löwdin spin population.
Cartesian coordinates (Å):
H 4.564 6.511 -0.240  0.0014
H 0.658 3.951 -2.192  0.0011
H 4.114 1.080 -4.709  -0.0002
H -0.720 -2.548 1.575  0.0091
H -2.483 1.237 -2.152  0.0001
H 0.822 0.873 2.939  0.0271
H 2.345 -2.672 -2.264  0.0031
H -1.441 0.926 -3.582  0.0022
H 3.392 2.869 0.214  0.0060
H 3.938 6.327 -1.928  0.0002
O 0.625 0.452 3.828  0.0522
C 0.673 -1.831 -1.269  0.0872
H 1.831 2.248 -2.881  0.0287
C -0.120 3.333 -0.259  0.0458
H -0.324 -2.190 -4.238  0.0073
P 5.031 1.659 -2.547  0.1445
H -0.564 4.336 -0.111  0.0035
C -0.862 0.494 5.628  0.0017
H -1.598 0.486 1.410  0.0035
P 4.437 4.185 -0.943  0.0326
H 2.512 0.243 1.501  0.0032
C 0.298 2.908 1.184  0.0811
H 7.026 0.744 -3.349  0.0065
H 5.418 2.305 -4.798  0.0039
C -0.562 0.953 4.243  0.0041
H 2.863 5.984 -0.530  0.0004
H -2.661 0.867 0.034  -0.0001
H 3.763 2.774 -4.310  0.0009
H 4.732 3.955 1.491  0.0003
H 5.778 -0.559 -3.266  -0.0002
C 6.208 0.310 -2.760  0.0247
C 1.054 3.478 -1.260  0.0017
H 1.022 -2.618 1.344  -0.0002
H -0.962 2.745 -0.738  -0.0021
C 2.658 1.410 -1.133  0.2047
H -2.710 -0.249 -3.136  0.0050
H -1.614 1.149 6.067  0.0004
H 3.098 1.714 2.323  0.0167
Ir 1.088 0.241 -1.461  1.5985
H 0.056 0.509 6.216  0.0001
C 0.331 -1.410 -3.845  0.0282
H 2.332 -2.965 -0.509  0.0006
H 3.353 0.985 -1.913  0.0419
C 1.160 1.939 1.471  0.5822
H 1.244 -3.846 -1.572  0.0054
H 6.125 3.274 0.641  0.0004
C 6.396 2.869 -2.355  0.0265
H 6.614 4.956 -1.699  0.0009
C 1.711 -2.878 -1.400  0.0195
H -1.250 -0.531 5.594  0.0000
C 3.305 1.748 0.173  0.0792
H 5.935 5.051 0.769  -0.0001
H 0.286 -1.172 2.036  0.0051
H 0.171 -0.491 -4.423  0.0036
C -2.057 0.071 0.498  0.0215
H -2.737 -0.741 0.807  0.0096
C -1.030 -0.473 -0.443  0.1517
H 4.325 1.317 0.195  0.0071
H -0.497 3.177 1.891  0.0289
O -1.265 1.687 3.551  0.0054
H 1.367 -1.735 -3.955  0.0033
H 1.902 4.110 -0.885  -0.0003
H 5.486 4.714 -3.030  0.0001
H 7.001 2.521 -1.511  0.0002
C 4.521 1.990 -4.254  0.0117
C 5.879 4.264 -2.117  0.0002
C 1.655 2.200 -1.793  0.0631
H 6.981 2.779 -3.280  0.0057
H 6.604 0.006 -1.785  0.0008
C -0.020 -1.404 -0.075  0.1491
C 0.026 -1.193 -2.417  0.1041
C 5.404 4.102 0.633  0.0012
C 0.159 -1.962 1.291  0.0239
C 3.899 5.931 -0.901  0.0094
C 2.511 1.356 1.438  0.1024
C -1.963 0.456 -2.730  0.0122
C -1.003 -0.310 -1.869  0.0887

Forces on the atoms, in the same order (eV/Å):
-0.354 0.020 -0.362
0.181 0.169 0.894
0.067 0.176 0.044
0.010 0.090 -0.066
0.181 -0.314 -0.337
-0.327 -0.133 0.643
0.090 -0.069 0.157
-0.294 -0.158 0.370
-0.267 -1.481 0.058
-0.115 -0.011 0.403
-0.284 0.453 -0.573
-0.950 -0.514 -0.584
-0.283 -0.144 0.230
0.506 1.114 0.037
0.035 -0.050 -0.253
1.435 0.368 -0.119
0.178 -0.295 -0.222
-0.290 0.081 0.232
-0.169 -0.110 -0.288
1.313 0.788 -0.773
-0.294 0.580 0.145
-0.925 -1.927 -1.440
-0.024 -0.580 -0.021
-0.241 -0.058 -0.185
-0.531 0.843 -0.940
0.399 0.177 -0.116
0.216 -0.329 0.176
0.098 -0.009 0.013
0.167 0.099 -0.164
0.155 0.066 0.081
0.197 -0.734 -0.308
-0.495 0.245 -0.619
0.090 -0.058 0.010
1.017 0.122 0.883
0.944 1.658 -0.112
0.161 0.364 0.117
0.042 -0.125 -0.007
-0.548 -0.233 -0.541
-0.461 0.692 1.232
-0.135 -0.093 0.018
-0.129 -0.190 -0.381
0.040 0.072 -0.087
-0.272 -0.319 0.704
0.088 1.438 0.382
-0.016 -0.209 0.002
-0.192 0.167 -0.106
0.000 0.406 0.069
0.203 -0.100 -0.201
0.210 -0.396 0.030
0.110 0.165 0.033
-0.483 0.392 0.588
0.032 -0.257 0.032
-0.089 -0.106 -0.010
0.072 -0.283 0.060
0.047 0.350 0.179
0.185 0.254 -0.119
-0.461 -0.374 -0.325
-0.425 0.230 0.142
0.503 -0.128 0.173
1.092 -1.258 1.098
-0.123 0.037 -0.179
-1.116 -0.441 -0.078
0.067 -0.034 -0.161
0.015 0.044 -0.164
-0.094 -0.040 -0.326
-0.432 0.761 0.417
1.227 0.680 0.044
0.133 0.193 0.298
-0.073 -0.002 -0.174
-0.237 -0.202 -0.660
-1.057 -1.130 0.819
-0.117 0.084 0.213
0.242 0.250 0.133
0.063 0.308 0.127
0.631 -0.738 -0.111
-0.108 0.117 0.032
-0.031 -0.423 -0.210

The expectation value of S² is 6.0291. The calculation puts the LUMO energy (spin up / spin down) at -1.945 / -5.066 eV. Its electronic energy is -1955.3145 Ha. Its spin multiplicity is 5. Its net charge is +1. The max |F| is 0.0501 Eh/bohr.